No. 1
C52H104O39 | wB97M-V/def2-TZVPD

Structure (XYZ):
```
195
Properties=species:S:1:pos:R:3
C 28.07417 -5.02327 -0.66316
C 26.83824 -4.43664 0.12133
O 25.80173 -4.31993 -0.72916
C 25.38830 -3.06765 -1.14456
O 25.91054 -2.02528 -0.73948
O 24.40161 -3.26352 -1.95685
C 23.76254 -2.22597 -2.62285
H 28.95702 -4.97060 -0.02606
H 28.26323 -4.37969 -1.52233
H 28.06579 -5.98886 -1.16879
H 27.14102 -3.47156 0.52757
H 26.51664 -5.01571 0.98698
H 23.15329 -2.71064 -3.38574
H 24.41274 -1.50106 -3.11259
H 23.06880 -1.71965 -1.95171
C 25.09908 6.37235 -1.45182
C 24.62454 5.06856 -0.74686
O 25.48196 4.73744 0.36056
C 25.20658 5.27239 1.57039
O 24.28090 6.04116 1.86564
O 26.29601 4.98768 2.32098
C 26.46115 5.51642 3.60913
H 25.15314 7.35149 -0.97592
H 24.51528 6.63100 -2.33520
H 26.11689 6.32970 -1.83957
H 24.61715 4.35322 -1.56926
H 23.63658 5.23069 -0.31587
H 25.63493 5.13176 4.20704
H 26.46122 6.58581 3.39809
H 27.45607 5.25739 3.97124
C 11.53931 5.26863 -7.61586
C 12.84980 5.87579 -8.12857
O 12.70018 7.27120 -8.26907
C 13.68371 8.01677 -8.84778
O 14.78458 7.52578 -9.24289
O 13.17819 9.31376 -9.00330
C 14.06194 10.26513 -9.60208
H 11.54484 4.17871 -7.60473
H 10.72717 5.76904 -8.14323
H 11.30747 5.65957 -6.62515
H 13.03153 5.38085 -9.08257
H 13.67712 5.73415 -7.43320
H 13.48393 11.13066 -9.92592
H 14.44750 9.84728 -10.53205
H 14.92582 10.52565 -8.99058
C 29.17054 14.13593 -9.88874
C 28.67765 13.50510 -11.24213
O 27.29760 13.06089 -11.04118
C 27.01637 11.76287 -10.71293
O 27.78533 10.77950 -10.65312
O 25.69532 11.77925 -10.44584
C 25.07912 10.58917 -9.84337
H 30.14652 14.61470 -9.96845
H 29.25053 13.38121 -9.10639
H 28.47800 14.89838 -9.53214
H 29.30312 12.65829 -11.52458
H 28.77545 14.34641 -11.92823
H 23.99646 10.68990 -9.76720
H 25.41985 10.39947 -8.82552
H 25.24248 9.77000 -10.54362
C 25.34087 12.87841 -3.73468
C 26.78113 13.43864 -3.64274
O 27.55782 12.30276 -4.04158
C 28.90310 12.42355 -3.99940
O 29.50428 13.46200 -3.86793
O 29.40843 11.21965 -4.00050
C 30.79848 11.07281 -4.25077
H 24.73145 13.73930 -3.45976
H 25.08462 12.00658 -3.13273
H 25.04633 12.60075 -4.74673
H 27.02453 13.86394 -2.66910
H 27.00198 14.31441 -4.25294
H 31.35481 11.91530 -4.66165
H 30.92768 10.29203 -5.00029
H 31.29654 10.69039 -3.35982
C 7.53437 -1.75754 2.84944
C 8.10611 -1.44185 4.22951
O 9.36840 -2.03612 4.29158
C 10.50852 -1.36129 3.93545
O 10.57022 -0.14417 3.72688
O 11.47210 -2.18340 3.72451
C 12.71047 -1.75587 3.20999
H 7.88143 -1.02740 2.11830
H 6.47351 -1.53397 2.96197
H 7.78106 -2.73550 2.43612
H 7.56254 -1.88425 5.06432
H 8.10165 -0.36940 4.42427
H 12.90845 -2.05883 2.18183
H 13.48766 -2.17447 3.84941
H 12.82246 -0.68066 3.07045
C 10.47980 7.26811 3.06117
C 9.85065 6.36158 2.00375
O 10.50549 6.50250 0.75852
C 10.09471 7.47644 -0.10545
O 9.05441 8.08999 -0.02445
O 10.90790 7.42580 -1.20481
C 10.69114 8.32295 -2.24721
H 10.09091 6.92493 4.01986
H 10.20852 8.30861 2.88262
H 11.56196 7.16991 3.14708
H 8.79092 6.59241 1.89517
H 9.93383 5.31550 2.29855
H 11.66386 8.66292 -2.60266
H 10.28970 9.23152 -1.79836
H 10.11100 7.98228 -3.10482
C 17.87734 11.77137 2.62801
C 16.75908 11.05852 1.94787
O 15.47069 11.05921 2.49650
C 14.67573 12.19921 2.58630
O 14.84423 13.34779 2.14865
O 13.61099 11.84362 3.30548
C 12.67888 12.64263 3.96049
H 18.86284 11.48392 2.26158
H 17.89339 11.62148 3.70754
H 17.87799 12.86136 2.62642
H 17.04985 10.01534 1.82411
H 16.68673 11.57784 0.99227
H 13.07460 13.30929 4.72669
H 11.93198 12.06022 4.49996
H 12.11436 13.21357 3.22329
C 20.67958 -6.10148 2.53523
C 20.25886 -4.69170 2.77773
O 20.60812 -4.30636 4.14950
C 20.19905 -3.03075 4.53470
O 19.71539 -2.18941 3.77787
O 20.48208 -2.90585 5.82260
C 20.11546 -1.90937 6.64475
H 20.28784 -6.85250 3.22126
H 21.76625 -6.18218 2.50771
H 20.22741 -6.43147 1.59996
H 19.17856 -4.61269 2.65601
H 20.77319 -4.03611 2.07503
H 19.93855 -0.88615 6.31334
H 20.87991 -1.85124 7.41954
H 19.17657 -2.07094 7.17438
C 19.25035 8.16635 -4.36117
C 17.85101 7.63003 -4.29176
O 17.59924 6.90619 -3.07478
C 18.00367 5.69200 -3.00542
O 18.62435 5.01764 -3.78444
O 17.82197 5.35377 -1.63383
C 18.49562 4.19248 -1.18638
H 19.25218 9.00494 -5.05748
H 19.99614 7.49044 -4.77955
H 19.73486 8.58718 -3.48011
H 17.69468 7.08395 -5.22206
H 17.10518 8.41360 -4.42531
H 18.05787 3.97327 -0.21251
H 19.45615 4.66079 -0.97150
H 18.44134 3.34627 -1.87128
C 27.14014 5.53558 -7.75295
C 26.21785 4.34338 -7.66630
O 24.95445 4.62498 -8.27366
C 23.81497 3.87009 -8.15302
O 23.76926 2.76405 -7.58180
O 22.83500 4.64837 -8.55915
C 21.51144 4.13720 -8.69761
H 27.47429 5.75164 -8.76773
H 27.93786 5.51990 -7.01034
H 26.53537 6.36966 -7.39704
H 26.23697 3.97548 -6.64044
H 26.69623 3.54287 -8.23060
H 20.92920 4.75484 -9.38144
H 21.05880 4.25619 -7.71321
H 21.53688 3.14849 -9.15576
C 15.02112 14.23010 -4.70209
C 16.07966 15.32121 -4.32609
O 17.41320 14.99982 -4.84799
C 17.69367 15.50218 -6.15459
O 16.89347 16.16620 -6.82687
O 18.98355 15.15917 -6.51522
C 19.40573 15.48183 -7.85711
H 14.72342 14.19351 -5.75000
H 14.14275 14.08475 -4.07325
H 15.39556 13.22284 -4.51955
H 16.00325 15.46163 -3.24787
H 15.66882 16.21437 -4.79679
H 19.73835 16.50818 -7.70188
H 18.60474 15.37952 -8.58925
H 20.25092 14.83147 -8.08244
C 24.24774 8.60919 9.66041
C 22.78232 8.43412 9.69891
O 22.37065 8.12434 8.38694
C 21.84533 6.84040 8.06791
O 22.03963 5.83202 8.77136
O 21.11319 6.95256 6.96114
C 20.63086 5.80475 6.35973
H 24.64135 9.50793 9.18560
H 24.76207 7.82109 9.11043
H 24.73703 8.68132 10.63174
H 22.37499 9.40581 9.97818
H 22.60509 7.56888 10.33769
H 19.89686 6.12098 5.61855
H 19.95084 5.26334 7.01740
H 21.36421 5.05170 6.07127
```

Results
**Net charge**: 0
**Calculated total energy**: -4977.9285 hartree

=====

No. 2
C3H9N | wB97M-V/def2-TZVPD

Structure (XYZ):
```
13
Properties=species:S:1:pos:R:3
C -0.71567 -1.26142 0.08328
C -0.93932 0.03434 0.44079
N -1.91188 1.09590 0.20821
H -0.87484 -1.64324 -0.91098
H -0.43476 -1.94896 0.83161
H -0.23510 0.47118 1.24239
H -2.45031 0.75180 -0.61872
H -1.38568 1.87125 -0.28113
C 2.85360 -0.00406 -0.48882
H 3.59800 -0.02317 -1.37074
H 3.33405 -0.07036 0.47918
H 2.51548 1.05829 -0.40556
H 2.12467 -0.75126 -0.63499
```

Results
**Net charge**: 0
**SMILES string**: C=CN.C
**Calculated total energy**: -174.3701 hartree

=====

No. 3
C5H12O2 | wB97M-V/def2-TZVPD

Structure (XYZ):
```
19
Properties=species:S:1:pos:R:3
C 2.60821 -0.56295 0.76669
C 1.16367 -0.89056 1.03443
C 0.23502 -0.99564 0.07581
C -1.15586 -1.48964 0.30114
O 0.48538 -0.66697 -1.23345
H 2.71879 0.45665 0.39021
H 3.19482 -0.65888 1.67594
H 3.05490 -1.23982 0.03401
H 0.93291 -1.28224 2.01158
H -1.82672 -0.63581 0.38543
H -1.49773 -2.09715 -0.53561
H -1.21732 -2.06880 1.21810
H 1.40216 -0.38210 -1.32091
C -1.48570 2.04092 -1.12137
O -1.96051 1.76001 0.22967
H -1.09729 3.06252 -1.16245
H -0.67997 1.34422 -1.34337
H -2.25805 1.88165 -1.88440
H -2.61670 2.42459 0.47854
```

Results
**Net charge**: 0
**SMILES string**: C/C=C(/C)O.CO
**Calculated total energy**: -348.1458 hartree

=====

Computed energy above the lowest of the compared OMol25 structures with the same formula, charge and spin (kcal per mole) in order:
208.1; 52.0; 37.0
Computed LUMO (Ha) in order:
0.00102; 0.03690; 0.03228